Entry 1:
{"formula": "C21H44BrF5O8PS", "method": "the ωB97M-V functional and the def2-TZVPD basis", "e_lumo_ha": 0.080, "homo_energy_ev": -5.2, "charge": -1, "species": ["C", "C", "C", "Br", "C", "O", "C", "C", "C", "C", "C", "F", "F", "C", "F", "F", "F", "C", "O", "C", "C", "O", "O", "P", "S", "H", "H", "H", "H", "H", "H", "H", "H", "H", "H", "H", "H", "H", "H", "H", "H", "H", "H", "H", "H", "C", "C", "O", "H", "H", "H", "H", "H", "H", "C", "C", "O", "H", "H", "H", "H", "H", "H", "C", "C", "O", "H", "H", "H", "H", "H", "H", "C", "C", "O", "H", "H", "H", "H", "H", "H"], "coordinates": [[0.7469, -2.8405, -0.5252], [1.3560, -1.7235, -1.3786], [0.6300, -0.3888, -1.1514], [-1.0770, -0.4224, -2.1092], [1.4827, 0.7453, -1.7000], [0.9260, 2.0450, -1.7225], [0.7516, 2.7214, -0.4890], [-0.5813, 2.4685, 0.2359], [-1.7866, 2.8989, -0.5995], [-3.1468, 3.0120, 0.1294], [-3.6950, 1.7687, 0.8155], [-5.0531, 1.9502, 0.9812], [-3.5475, 0.6681, 0.0396], [-3.1515, 1.4288, 2.2565], [-4.1543, 1.1440, 3.0788], [-2.3370, 0.3836, 2.2511], [-2.5061, 2.4653, 2.7913], [1.9597, 2.5619, 0.4676], [1.6789, 1.7123, 1.5602], [2.8871, 1.2090, 2.1633], [3.1849, -0.2603, 1.7610], [3.7647, -0.3918, 0.6728], [2.8524, -1.1117, 2.5758], [2.4347, 4.2542, 1.0555], [3.5271, 5.2830, -0.2174], [-0.3452, -2.7603, -0.5077], [1.1436, -2.7831, 0.4883], [0.9914, -3.8220, -0.9372], [1.2776, -1.9816, -2.4401], [2.4058, -1.5717, -1.1145], [0.4487, -0.2902, -0.0794], [1.7106, 0.5031, -2.7453], [2.4308, 0.7067, -1.1537], [0.7025, 3.7846, -0.7708], [-0.5446, 3.1148, 1.1237], [-0.6555, 1.4510, 0.6075], [-1.5778, 3.9175, -0.9546], [-1.8949, 2.2821, -1.4917], [-3.8878, 3.2571, -0.6377], [-3.1499, 3.8335, 0.8474], [2.8496, 2.2017, -0.0528], [2.7689, 1.2676, 3.2492], [3.7315, 1.8233, 1.8369], [1.2253, 4.9049, 1.3515], [3.0984, 4.0685, 2.2734], [2.0067, -3.3786, -6.4398], [2.9557, -3.6176, -5.2790], [2.2741, -3.7033, -4.0357], [1.4328, -2.4664, -6.2755], [2.5520, -3.2863, -7.3808], [1.2983, -4.2053, -6.5354], [3.6504, -2.7848, -5.1778], [3.5440, -4.5271, -5.4488], [1.6563, -4.4400, -4.0785], [3.8273, -4.4568, 2.6129], [3.5365, -5.8648, 2.1293], [3.7845, -6.0378, 0.7325], [3.2441, -3.7083, 2.0864], [3.6131, -4.3646, 3.6777], [4.8806, -4.2080, 2.4556], [2.4859, -6.1156, 2.2753], [4.1342, -6.5924, 2.6931], [4.7042, -5.8057, 0.5721], [-6.2906, 4.1403, -4.1601], [-5.4130, 3.8254, -2.9627], [-4.7987, 5.0029, -2.4398], [-5.7026, 4.6225, -4.9413], [-6.7387, 3.2331, -4.5679], [-7.0972, 4.8222, -3.8792], [-4.6042, 3.1570, -3.2545], [-5.9916, 3.3326, -2.1739], [-5.5010, 5.5989, -2.1618], [-1.5526, -0.6168, 5.4210], [-1.0353, -2.0226, 5.6185], [-1.9774, -2.8579, 6.3126], [-1.7919, -0.1573, 6.3830], [-0.8020, -0.0155, 4.9081], [-2.4661, -0.6226, 4.8189], [-0.1334, -2.0151, 6.2251], [-0.7818, -2.4679, 4.6549], [-2.7779, -2.8851, 5.7802]], "forces_ev_per_a": [[0.1, 0.0, -0.2], [-0.6, 0.1, -0.1], [0.9, -0.3, 0.0], [-0.2, 0.0, 0.1], [0.1, -0.3, -0.2], [-0.3, 0.0, 0.2], [0.1, 0.0, 0.2], [0.0, 0.3, 0.1], [0.0, 0.3, 0.1], [0.3, -0.3, -0.3], [-0.2, 0.2, -0.1], [0.3, 0.0, -0.1], [0.0, 0.1, 0.2], [-0.1, 0.0, -0.3], [-0.5, -0.2, 0.3], [0.3, -0.1, -0.2], [0.3, 0.3, 0.0], [-0.3, 0.0, 0.4], [0.0, 0.2, -0.3], [0.1, -0.1, 0.4], [0.1, 1.0, 0.0], [0.2, 0.0, -1.2], [-0.6, -1.2, 1.0], [0.8, 0.4, -0.9], [-0.3, -0.2, 0.2], [0.1, 0.0, 0.1], [-0.1, 0.0, 0.1], [0.1, 0.0, 0.1], [0.2, 0.1, 0.1], [0.0, -0.1, 0.0], [-0.3, 0.2, -0.1], [-0.1, 0.2, 0.1], [0.0, 0.0, 0.1], [0.2, -0.2, -0.2], [0.0, -0.2, 0.0], [0.0, -0.1, -0.1], [-0.1, -0.1, -0.1], [0.0, -0.1, 0.1], [0.0, 0.0, 0.2], [0.0, -0.1, 0.0], [-0.1, 0.2, -0.2], [-0.1, 0.1, -0.1], [0.1, 0.0, 0.1], [-0.1, -0.2, 0.4], [-0.4, -0.1, 0.2], [0.0, 0.0, 0.1], [-0.1, -0.1, 0.0], [0.0, 0.0, -0.1], [0.0, 0.0, 0.0], [0.0, 0.0, 0.0], [0.0, 0.0, 0.0], [0.0, 0.0, 0.0], [0.0, 0.0, 0.0], [0.0, 0.0, 0.0], [0.1, -0.1, -0.1], [0.1, 0.1, 0.0], [0.0, -0.1, 0.1], [-0.1, 0.1, 0.0], [0.0, 0.0, 0.0], [0.0, 0.0, 0.1], [0.0, 0.0, 0.0], [-0.1, 0.0, 0.1], [0.0, 0.1, 0.0], [0.0, 0.0, 0.0], [-0.1, 0.2, 0.0], [0.1, -0.1, 0.0], [0.0, 0.0, 0.0], [0.0, 0.0, 0.0], [0.0, 0.0, 0.0], [0.1, 0.0, 0.1], [0.0, -0.1, -0.1], [0.0, 0.0, 0.0], [-0.1, 0.0, 0.1], [-0.2, -0.2, 0.0], [0.2, 0.2, -0.1], [0.1, 0.0, 0.0], [0.0, 0.1, 0.0], [0.1, 0.0, 0.0], [0.0, -0.1, 0.1], [0.1, 0.0, 0.0], [0.0, 0.0, 0.0]]}

=====

Entry 2:
{"formula": "C4H7NS2", "method": "the ωB97M-V functional and the def2-TZVPD basis", "e_lumo_ha": 0.010, "homo_energy_ev": -8.6, "e_above_lowest_ev": 1.082, "smiles": "C=C(C)C(=S)NS", "species": ["C", "C", "C", "C", "H", "H", "H", "H", "H", "H", "H", "N", "S", "S"], "coordinates": [[-1.1319, 1.0987, -0.8050], [-0.3636, 0.4299, 0.2382], [0.1622, 1.0793, 1.2632], [-0.3158, -1.1062, 0.2154], [-2.1766, 0.7285, -0.7511], [-1.1568, 2.1511, -0.7511], [-0.7496, 0.8384, -1.8312], [0.0568, 2.2214, 1.2883], [0.7768, 0.6277, 2.0297], [0.8518, -2.6830, 0.1193], [2.3247, -0.7145, -1.3545], [0.9383, -1.6643, 0.1473], [-1.6932, -2.0560, 0.2356], [2.4769, -0.9511, -0.0441]], "forces_ev_per_a": [[-1.2, -1.5, -2.0], [0.3, -1.4, 1.1], [0.3, 2.1, 0.0], [0.1, 0.8, -0.2], [0.5, 0.2, -0.2], [0.2, 1.2, 0.4], [-0.4, 0.1, 0.9], [0.2, -1.8, 0.1], [-0.2, -0.1, 0.1], [0.5, 0.4, 0.0], [0.3, 0.1, -0.1], [-1.2, -0.7, 0.3], [1.2, 0.7, 0.0], [-0.6, -0.1, -0.1]]}

=====

Entry 3:
{"formula": "C12H18BCl4N2O4", "method": "the ωB97M-V functional and the def2-TZVPD basis", "e_lumo_ha": -0.177, "homo_energy_ev": -12.7, "charge": 1, "species": ["C", "C", "O", "C", "N", "C", "C", "C", "C", "O", "O", "C", "C", "B", "O", "N", "C", "C", "H", "H", "H", "H", "H", "H", "H", "H", "H", "H", "H", "H", "H", "H", "H", "H", "H", "H", "C", "Cl", "Cl", "Cl", "Cl"], "coordinates": [[0.0809, 3.7132, 0.2618], [1.1029, 2.5063, 0.0300], [2.0383, 2.5691, 1.1225], [0.1884, 1.1946, 0.1016], [0.9542, -0.0631, 0.2428], [2.2429, -0.1581, -0.2554], [3.0662, -1.3589, -0.1514], [2.5352, -2.5550, 0.5059], [3.3044, -3.8849, 0.7143], [3.6226, -4.5813, -0.2051], [3.6217, -4.3595, 1.9827], [1.1504, -2.4545, 0.9969], [0.4037, -1.2007, 0.8420], [-1.1245, -1.2665, 1.4164], [-1.3613, -2.0895, 2.5515], [-2.2318, -0.5032, 0.8611], [-2.5196, -0.8404, -0.5697], [-3.4808, -0.6156, 1.6694], [0.0877, 3.8946, 1.3763], [-0.9775, 3.3882, 0.0326], [0.3786, 4.6432, -0.2789], [1.5792, 2.5385, -0.9840], [2.8955, 2.8056, 0.7197], [-0.3788, 1.1770, -0.8732], [-0.5280, 1.4055, 0.9311], [2.7413, 0.6906, -0.7878], [4.1132, -1.3895, -0.5494], [3.4664, -3.6180, 2.6072], [0.6876, -3.3436, 1.4972], [-1.7388, -2.9280, 2.2204], [-2.4457, 0.0991, -1.1969], [-1.8770, -1.6480, -1.0018], [-3.6062, -1.1428, -0.6147], [-3.2483, -0.3468, 2.7280], [-3.8828, -1.6543, 1.5453], [-4.2201, 0.1579, 1.3068], [-1.3303, 2.2460, -4.1629], [-2.0415, 3.5867, -3.2486], [-2.6187, 1.2406, -4.8412], [-0.3245, 2.8858, -5.4697], [-0.3252, 1.2595, -3.0728]], "forces_ev_per_a": [[0.0, -0.9, 0.3], [-1.7, 0.3, 0.3], [0.5, -0.5, -1.5], [0.2, 2.1, -0.4], [1.5, -2.4, 0.1], [1.2, -1.6, 0.1], [-1.7, -0.6, 0.9], [-1.8, 2.1, 0.6], [1.0, -1.4, 0.0], [-0.5, 0.9, -0.1], [-1.1, 2.4, -0.8], [1.5, 1.8, -1.1], [0.6, -1.5, 0.1], [-1.1, 0.6, 0.8], [0.9, 0.1, -1.6], [0.6, -2.1, 0.2], [-0.6, 1.4, -0.7], [-0.1, 0.8, 0.0], [0.1, -0.1, -1.2], [1.1, 0.6, -0.2], [-0.4, -0.8, 0.4], [-0.2, 0.2, 0.9], [-0.4, -0.1, 0.6], [0.5, -0.2, 1.5], [0.7, -1.0, -0.5], [-1.1, -0.7, 0.8], [-1.3, 0.3, 0.3], [0.1, -0.7, 0.0], [0.3, 1.2, -0.5], [-0.1, 0.4, 0.6], [0.0, -1.1, 0.4], [-0.5, 0.7, 0.4], [1.3, 0.0, -0.1], [-0.3, -0.6, -0.8], [0.0, 1.0, 0.5], [0.7, -1.0, 0.2], [-0.2, 0.3, -0.4], [0.1, -0.2, 0.0], [0.2, 0.1, 0.2], [-0.1, -0.1, 0.3], [0.0, 0.0, -0.6]]}

=====

Entry 4:
{"formula": "C2HO2P", "method": "the ωB97M-V functional and the def2-TZVPD basis", "e_lumo_ha": [-0.037, -0.039], "homo_energy_ev": [-7.6, -7.6], "e_above_lowest_ev": 3.437, "species": ["C", "C", "O", "O", "P", "H"], "coordinates": [[-0.5909, -0.2143, 0.0900], [-0.8653, -1.4730, 0.0285], [-1.6713, 0.7930, -0.0149], [-1.6177, -2.3836, -0.0203], [-3.1658, 0.6039, 0.0361], [0.4275, 0.0469, -0.0906]], "forces_ev_per_a": [[1.0, 1.5, -0.4], [-4.1, -2.2, -0.1], [5.3, -0.5, 0.0], [1.8, 0.6, 0.2], [-4.2, -0.6, 0.1], [0.1, 1.1, 0.2]]}

=====

Entry 5:
{"formula": "C19H25NO5S", "method": "the ωB97M-V functional and the def2-TZVPD basis", "e_lumo_ha": 0.022, "homo_energy_ev": -8.9, "e_above_lowest_ev": 2.506, "smiles": "Cc1ccccc1S(=O)(=O)Cc1ccc(C(=O)NCCCOC(C)C)o1", "species": ["C", "C", "C", "C", "C", "C", "C", "H", "H", "H", "H", "S", "O", "O", "C", "C", "C", "C", "C", "C", "O", "N", "H", "C", "H", "H", "C", "H", "H", "C", "O", "C", "C", "H", "H", "H", "C", "H", "H", "H", "H", "H", "H", "O", "H", "H", "H", "H", "H", "H", "H"], "coordinates": [[4.3563, 1.7530, 1.2317], [2.8883, 1.6356, 0.9731], [2.3892, 1.1599, -0.2317], [1.0314, 1.0698, -0.4754], [0.1241, 1.4484, 0.4978], [0.6017, 1.9061, 1.7160], [1.9626, 2.0025, 1.9462], [2.3222, 2.3720, 2.8956], [-0.0931, 2.1970, 2.4894], [-0.9364, 1.3889, 0.3100], [0.7129, 0.7093, -1.4406], [3.4745, 0.6073, -1.5564], [2.6567, 0.1709, -2.6547], [4.4866, 1.5914, -1.8409], [4.3330, -0.9035, -0.8862], [3.3952, -1.5437, 0.0477], [3.4591, -1.8356, 1.3838], [2.1922, -2.3441, 1.7421], [1.4337, -2.3196, 0.6021], [0.0253, -2.6945, 0.3809], [-0.6637, -3.1906, 1.2530], [-0.4059, -2.4366, -0.8741], [0.2176, -1.9616, -1.5095], [-1.7722, -2.6335, -1.2903], [-1.7759, -3.1344, -2.2629], [-2.2381, -3.2860, -0.5479], [-2.5380, -1.3111, -1.3847], [-1.9464, -0.5886, -1.9511], [-3.4704, -1.4796, -1.9236], [-2.8100, -0.7243, 0.0074], [-3.0077, 0.6734, -0.0099], [-4.3457, 1.1429, 0.0174], [-5.0917, 0.8992, -1.2957], [-6.0544, 1.4026, -1.2672], [-4.5123, 1.2924, -2.1275], [-5.2656, -0.1616, -1.4564], [-4.2616, 2.6356, 0.3242], [-3.7414, 3.1457, -0.4820], [-5.2576, 3.0554, 0.4302], [-3.7086, 2.7931, 1.2461], [-4.8844, 0.6319, 0.8339], [-1.9301, -0.8913, 0.6379], [-3.6619, -1.2303, 0.4771], [2.1690, -1.8345, -0.4283], [1.8709, -2.6832, 2.7045], [4.3095, -1.7222, 2.0245], [4.5245, -1.5067, -1.7711], [5.2603, -0.6045, -0.4122], [4.5485, 2.5407, 1.9567], [4.7422, 0.8198, 1.6416], [4.8856, 1.9768, 0.3097]], "forces_ev_per_a": [[0.1, 0.1, 0.1], [0.0, 0.1, 0.1], [0.3, -0.2, -0.4], [-0.2, 0.0, -0.1], [0.1, 0.0, 0.0], [0.0, 0.0, 0.0], [0.1, 0.0, -0.1], [0.1, 0.0, 0.1], [-0.1, 0.0, 0.1], [-0.1, 0.0, 0.0], [-0.1, -0.1, -0.1], [0.5, 0.0, -0.2], [-0.3, -0.2, 0.1], [0.1, 0.0, 0.2], [-0.8, 0.7, -0.3], [0.3, -0.4, 1.0], [0.2, 0.1, -0.7], [-0.7, -0.1, -0.6], [0.4, -0.1, 1.2], [0.1, 0.0, -0.4], [0.1, 0.0, 0.2], [0.1, 0.1, -0.2], [0.0, 0.0, 0.1], [-0.3, 0.0, -0.1], [0.0, 0.0, 0.1], [0.0, 0.0, -0.2], [0.0, -0.1, 0.3], [0.0, 0.0, -0.1], [0.0, 0.0, -0.1], [0.2, -0.2, -0.2], [0.0, 0.2, -0.1], [-0.3, 0.3, 0.0], [0.2, -0.1, 0.3], [-0.1, 0.0, 0.0], [0.1, 0.1, -0.1], [0.0, -0.1, -0.1], [0.0, -0.5, 0.0], [0.0, 0.1, -0.1], [-0.1, 0.1, 0.0], [0.0, 0.1, 0.1], [0.1, 0.1, -0.1], [-0.1, -0.1, 0.0], [0.0, 0.0, 0.0], [-0.1, -0.2, -0.3], [-0.2, -0.1, 0.2], [0.2, 0.1, 0.1], [0.0, 0.0, -0.1], [0.0, 0.1, 0.1], [0.0, 0.0, 0.0], [0.1, -0.1, 0.1], [0.1, 0.1, 0.1]]}

=====

How do the records compare in molar mass? In the order shown, they have 662.51 133.24 406.91 88.00 379.48 g mol⁻¹.